50
Properties=species:S:1:pos:R:3:forces:R:3 method="wB97M-V/def2-TZVPD" max_force_ev_per_a=5.0 homo_ev=-8.9809 de_lowest_kj_mol=223.3 homo_lumo_gap_ha=0.3045 lumo_ev=-0.7
Na -0.33376 -0.96653 -0.58308 0.2 0.7 0.0
O 7.49497 2.29661 0.98567 -4.1 -1.3 1.3
C 6.31611 2.04815 1.34616 3.9 1.6 -1.2
O 5.23598 2.34553 0.62244 -0.6 -0.4 0.8
B 3.98124 2.14597 1.44722 2.0 -0.4 -0.4
O 4.57192 1.69016 2.77047 -2.0 0.1 0.1
C 5.86582 1.59662 2.76818 3.8 0.0 2.4
O 6.64948 1.36157 3.73499 -3.4 0.6 -3.7
O 3.12945 1.10313 0.82850 0.2 -1.5 0.2
C 1.91281 1.51865 0.59685 2.0 0.7 0.4
O 1.02505 0.93211 0.05557 -1.0 -0.9 -0.3
C 1.94568 2.99986 0.95062 0.5 -1.3 -0.4
O 3.12211 3.32968 1.42628 0.4 0.1 0.8
O 1.04730 3.66768 0.61150 -1.9 2.4 -0.1
C -0.64657 -0.87238 -4.48629 -0.6 -1.3 -1.7
C -0.96273 0.46174 -3.93383 -2.0 0.9 -1.0
C -2.43820 0.95209 -4.26334 1.4 -0.4 -0.3
O -0.94631 0.39793 -2.55447 0.6 -0.5 2.3
H 0.10225 -0.84064 -5.27772 0.8 -0.1 0.7
H -1.46712 -1.20666 -5.12115 -0.5 -0.3 0.4
H -0.49009 -1.63011 -3.71853 0.4 0.1 -0.2
H -0.18770 1.14135 -4.28815 -0.3 0.6 0.0
H -2.70889 0.83030 -5.31214 0.3 0.6 -0.1
H -2.48639 1.97453 -3.88864 -0.4 0.2 -0.4
H -3.18766 0.34935 -3.75040 0.3 -0.2 0.4
H -1.46038 1.12964 -2.20530 0.1 0.1 0.2
C -0.77028 -2.56364 2.16886 -1.0 -0.2 -1.6
C 0.55474 -3.04872 1.59947 1.6 -2.1 1.5
C 0.54649 -4.39228 0.80513 -1.0 0.1 1.2
O 1.18689 -2.08530 0.83120 -0.4 1.8 -1.4
H -1.47156 -2.72952 1.35106 -0.6 0.3 -0.2
H -0.81142 -1.49796 2.39408 0.4 -0.1 0.2
H -1.24869 -3.13179 2.96663 0.7 -0.1 0.2
H 1.21871 -3.19976 2.45061 0.0 -0.3 0.3
H 1.51575 -4.80259 0.52178 0.2 0.6 0.0
H -0.11121 -4.36674 -0.06371 0.0 0.2 -0.1
H 0.12994 -5.13850 1.48169 -0.2 -0.2 0.0
H 2.13387 -2.04668 0.98399 0.0 0.0 0.0
C -1.94965 1.26485 1.58976 0.7 0.5 2.0
C -3.02343 0.34021 1.23982 -2.6 0.7 0.4
C -4.36508 1.20291 0.97914 1.5 -0.6 0.6
O -2.70008 -0.34695 0.08832 0.1 -0.8 -2.3
H -1.93590 2.11116 0.90297 0.4 0.0 0.2
H -0.96941 0.83785 1.80167 0.2 -0.3 -1.0
H -2.15724 1.55505 2.61971 -0.4 0.9 0.0
H -3.25087 -0.46739 1.93563 0.1 0.5 1.0
H -5.24347 0.67848 0.60298 0.1 -0.6 0.1
H -4.14041 1.96417 0.23206 0.1 0.2 0.2
H -4.62161 1.63739 1.94533 -0.2 0.3 -0.2
H -3.60044 -0.53059 -0.18956 0.3 -0.8 -1.1

14
Properties=species:S:1:pos:R:3:forces:R:3 method="wB97M-V/def2-TZVPD" max_force_ev_per_a=4.1 homo_ev=-8.8896 de_lowest_kj_mol=406.6 smiles=OCC#C[C@H]1CN1 homo_lumo_gap_ha=0.3569 lumo_ev=0.8
O -2.62681 -1.01253 1.48516 0.0 -1.0 0.0
C -2.40279 -0.18351 0.38094 -1.4 1.3 0.0
C -1.05911 -0.12662 -0.04571 -2.3 0.0 0.8
C 0.05300 -0.13580 -0.39232 1.6 -0.4 -0.7
C 1.37644 -0.17173 -0.77495 1.0 0.3 0.7
C 2.17788 1.09339 -0.49863 1.1 -2.1 -3.3
N 2.36449 -0.09136 0.29310 0.7 -0.2 0.7
H -2.24635 -1.86881 1.24713 -0.1 0.0 0.3
H -2.99965 -0.40617 -0.51428 -0.3 -0.2 0.3
H -2.70019 0.81063 0.72595 -0.2 0.0 -0.2
H 1.64216 -0.85301 -1.56986 0.1 0.2 -0.2
H 1.65512 1.94440 -0.08839 0.3 0.2 -0.4
H 2.84387 0.98115 -1.45024 -0.4 1.9 2.2
H 1.92195 0.01998 1.20209 -0.1 -0.1 -0.2

127
Properties=species:S:1:pos:R:3:forces:R:3 method="wB97M-V/def2-TZVPD" max_force_ev_per_a=1.0 homo_ev=-7.0087 de_lowest_kj_mol=126.9 homo_lumo_gap_ha=0.2378 lumo_ev=-0.5
Hf -0.23041 -0.25151 0.17487 0.2 -0.3 -0.6
C 2.21654 3.86431 -2.46727 -0.1 0.0 0.1
C 1.82729 2.42619 -2.40243 0.1 0.0 -0.2
C 1.99875 1.48946 -3.39274 0.0 -0.1 0.1
C 1.45497 0.29414 -2.91639 0.1 0.1 0.0
N 1.00985 0.49737 -1.65807 0.0 0.2 0.3
N 1.22686 1.81753 -1.36820 0.2 0.3 -0.1
B 0.84704 2.52708 -0.05727 0.1 0.1 -0.1
N 1.63347 1.90217 1.11892 0.1 0.4 -0.1
N 1.77358 0.56369 1.39917 -0.9 0.0 -0.5
C 2.68543 0.46842 2.37840 0.0 0.0 0.2
C 3.14910 1.75304 2.69566 -0.1 0.0 -0.2
C 2.46270 2.62957 1.89157 0.1 -0.2 0.3
C 2.53541 4.11840 1.93193 -0.1 -0.1 -0.2
C 3.21075 -0.73823 3.13841 0.0 -0.3 0.1
C 4.69202 -0.93625 2.77343 -0.1 0.0 -0.1
C 2.47856 -2.05085 2.88310 -0.1 0.2 0.0
C 3.10912 -0.43552 4.64450 0.0 0.1 0.0
N -0.68864 2.62740 0.14196 0.1 0.3 0.0
N -1.54485 1.56427 0.10031 0.4 -0.6 0.2
C -2.79515 2.03179 0.08206 -0.2 0.2 0.1
C -2.74373 3.42638 0.13033 0.2 -0.2 0.0
C -1.40599 3.76816 0.15427 -0.4 0.0 0.1
C -0.84984 5.14913 0.20856 0.1 -0.1 0.0
C -4.06703 1.21753 0.01849 -0.1 -0.1 0.0
C -4.82406 1.59331 -1.26876 0.1 0.0 0.0
C -4.94564 1.61749 1.21445 0.1 0.0 0.1
C -3.81159 -0.29323 0.03699 0.1 0.2 -0.2
C 1.35979 -0.92766 -3.82078 -0.1 -0.1 0.1
C 2.77165 -1.43089 -4.15568 0.0 0.1 0.0
C 0.56187 -2.07285 -3.21192 0.1 0.0 0.0
C 0.68849 -0.46852 -5.12772 -0.1 0.1 0.1
H 2.68807 4.04722 -3.43011 0.0 0.0 0.0
H 2.91721 4.12932 -1.67491 0.0 0.0 0.0
H 1.34689 4.51669 -2.38458 0.0 0.0 0.0
H 2.43512 1.66150 -4.36039 0.0 0.0 0.0
H 1.22684 3.64301 -0.15155 0.0 0.1 0.0
H 3.87486 2.02290 3.44119 0.0 0.0 0.0
H 3.21608 4.41424 2.72742 0.0 0.0 0.0
H 1.55180 4.54086 2.13925 0.0 0.0 0.0
H 2.89422 4.53660 0.99145 0.0 0.0 0.0
H 4.78859 -1.18404 1.71615 0.0 0.0 0.0
H 5.09768 -1.75935 3.36427 0.0 0.0 0.0
H 5.28026 -0.04031 2.97678 0.0 0.0 0.0
H 2.57417 -2.35653 1.84712 0.0 -0.1 0.0
H 1.42357 -1.97370 3.13853 0.0 0.0 0.0
H 2.92019 -2.83343 3.50338 0.0 0.0 0.0
H 3.73789 0.40484 4.93769 0.0 0.0 0.0
H 3.43226 -1.31018 5.21058 0.0 0.0 0.0
H 2.08038 -0.20574 4.92316 0.0 0.0 0.0
H -3.57714 4.10545 0.13921 0.0 0.0 0.0
H -1.67672 5.85456 0.23971 0.0 0.0 0.0
H -0.24017 5.36675 -0.66848 0.0 0.0 0.0
H -0.23941 5.29238 1.09989 0.0 0.0 0.0
H -5.14381 2.63590 -1.24174 0.0 0.0 0.0
H -5.70898 0.96254 -1.37159 0.0 0.0 0.0
H -4.19904 1.45932 -2.14861 0.0 0.0 0.0
H -5.17073 2.68364 1.18487 0.0 0.0 0.0
H -4.44888 1.41323 2.16314 0.0 0.0 0.0
H -5.88972 1.07158 1.18174 0.0 0.0 0.0
H -3.39656 -0.62046 -0.91378 0.0 0.0 0.0
H -4.75556 -0.82130 0.18078 0.0 -0.1 0.2
H -3.13058 -0.58469 0.84743 0.0 0.0 0.0
H 3.22055 -1.90406 -3.28836 0.0 0.0 0.0
H 3.42008 -0.61419 -4.47854 0.0 0.0 -0.1
H 2.71511 -2.16718 -4.95991 0.0 0.0 0.0
H 1.12413 -2.53174 -2.40312 0.0 0.0 0.1
H 0.36299 -2.84074 -3.96336 0.0 0.0 -0.1
H -0.39559 -1.72037 -2.83393 0.0 -0.1 0.0
H 1.32458 0.22260 -5.68228 0.0 0.0 0.0
H -0.25406 0.03580 -4.92720 0.0 0.0 0.0
H 0.48594 -1.33164 -5.76438 0.1 0.0 0.0
C -2.02919 4.18020 4.61125 0.0 0.0 0.0
C -0.73719 3.87698 4.20202 0.0 0.0 0.0
C -0.44936 2.61630 3.70263 0.1 0.0 -0.1
C -1.42743 1.62540 3.59419 -0.2 -0.1 -0.3
C -2.70864 1.94099 4.04641 0.1 0.0 0.0
C -3.01052 3.20339 4.53933 -0.1 0.0 0.1
Si -0.94215 -0.07554 2.85995 0.1 -0.1 1.0
C -2.09261 -1.37740 3.65679 0.0 0.2 -0.3
C -1.55207 -2.33481 4.51783 0.1 0.1 0.0
C -2.34789 -3.28615 5.13704 0.0 0.0 0.0
C -3.71261 -3.31796 4.89157 0.0 0.0 0.0
C -4.27084 -2.39027 4.02634 -0.1 0.0 0.0
C -3.46852 -1.43311 3.42249 0.0 0.0 0.0
H -2.26078 5.16235 5.00373 0.0 0.0 0.0
H 0.04976 4.61839 4.28585 0.0 0.0 0.0
H 0.57004 2.38160 3.42005 0.0 0.0 0.0
H -3.47355 1.17392 4.05169 0.0 0.0 0.0
H -4.01518 3.41878 4.88274 0.0 0.0 0.0
H 0.26253 -0.26806 3.73612 0.0 -0.1 -0.3
H -0.48596 -2.32854 4.71548 0.0 0.0 0.0
H -1.89879 -3.99513 5.82154 0.0 0.0 0.0
H -4.33691 -4.05984 5.37290 0.0 0.0 0.0
H -5.33515 -2.40457 3.82513 0.0 0.0 0.0
H -3.93711 -0.71512 2.75960 0.0 0.0 0.0
C 3.64606 -4.40765 -1.38037 -0.1 -0.1 0.0
N 4.66783 -3.39258 -1.54315 0.1 0.0 -0.2
C 4.49103 -2.09491 -1.24554 -0.1 0.0 0.3
S 3.13934 -1.46746 -0.47200 0.4 0.1 -0.2
N 5.49185 -1.25148 -1.56596 0.2 0.0 -0.1
C 6.72086 -1.61060 -2.23899 -0.1 -0.1 0.0
H 4.11507 -5.35157 -1.10659 0.0 0.0 0.0
H 3.06896 -4.54905 -2.29745 0.0 0.0 0.0
H 2.96439 -4.10508 -0.59029 0.0 0.0 0.0
H 5.46724 -3.65045 -2.09887 0.0 0.1 0.0
H 5.31223 -0.28540 -1.35613 -0.1 0.0 0.0
H 7.24318 -2.40314 -1.69741 0.1 0.0 0.0
H 7.36856 -0.73921 -2.26944 0.0 0.0 0.0
H 6.54290 -1.93460 -3.26939 0.0 0.0 0.0
C -3.38434 -2.12610 -4.93520 -0.1 0.0 -0.2
O -2.74518 -1.47169 -3.84502 0.0 0.0 0.1
C -2.57969 -0.12853 -3.90386 -0.1 -0.5 0.1
S -3.10643 0.78906 -5.17646 0.0 0.0 0.0
S -1.79364 0.51226 -2.54060 0.2 0.2 0.2
H -3.34488 -3.19073 -4.71255 0.1 0.0 0.1
H -2.86988 -1.90899 -5.87132 0.0 0.0 0.0
H -4.42187 -1.80417 -5.03052 0.0 0.0 0.0
Te 0.16331 -3.06042 0.37328 -0.6 0.2 -0.1
C -1.57522 -4.22866 0.12756 0.2 0.0 0.3
C -2.52504 -4.24459 -0.84784 0.0 0.2 -0.1
C -3.37374 -5.38158 -0.77356 -0.1 -0.1 0.0
C -3.04974 -6.21363 0.25055 0.2 0.0 0.2
S -1.71622 -5.61004 1.15022 -0.2 0.1 -0.2
H -2.61170 -3.47634 -1.60481 0.0 0.0 0.0
H -4.17764 -5.57450 -1.46893 0.0 0.0 0.0
H -3.50247 -7.14923 0.53488 -0.1 0.0 0.0

129
Properties=species:S:1:pos:R:3:forces:R:3 method="wB97M-V/def2-TZVPD" charge=+1 max_force_ev_per_a=4.4 homo_ev=-11.0456 de_lowest_kj_mol=344.4 homo_lumo_gap_ha=0.2880 lumo_ev=-3.2
Zn 14.76099 23.52049 0.08142 0.6 -3.1 -1.0
C 16.43433 19.59304 -0.19814 -0.2 0.6 0.4
C 15.67811 20.47856 -1.17596 0.6 1.1 -0.5
O 15.56485 21.83551 -0.81012 -0.2 0.2 0.5
H 17.39010 20.04746 0.06282 0.1 0.2 -0.1
H 16.65591 18.58622 -0.55214 -0.3 -0.1 -0.1
H 15.84051 19.55074 0.71493 0.0 -0.3 0.1
H 14.73888 20.01909 -1.48392 -0.7 0.0 0.6
H 16.17189 20.46526 -2.14762 0.8 -0.2 -0.3
C 13.16784 20.72300 2.57034 0.6 0.0 -0.9
C 12.52737 21.10686 1.19808 -0.7 -1.0 1.1
C 11.00633 21.10746 1.19078 0.5 0.4 1.0
O 12.99283 22.42063 0.96130 0.8 2.2 -0.9
H 14.23946 20.68006 2.37567 0.1 -0.4 0.1
H 12.85707 19.82907 3.11109 -0.2 -0.1 -0.6
H 13.10405 21.56380 3.26105 -0.6 0.2 0.0
H 12.80428 20.52942 0.31604 0.8 -0.2 0.4
H 10.59916 21.45607 0.24168 -0.1 -0.5 0.0
H 10.68671 21.80950 1.96090 -0.3 0.2 0.1
H 10.68473 20.12960 1.54921 -0.3 -0.1 -0.5
H 12.65211 22.98340 1.66044 -0.3 -0.1 0.3
C 10.57743 17.70978 -1.35240 0.7 0.7 0.8
C 11.85663 17.86172 -2.16580 -0.4 0.8 -1.0
C 11.75139 18.82180 -3.34096 -0.1 0.6 -0.3
O 12.92858 18.29473 -1.33714 0.0 -0.6 1.0
H 10.27394 18.63326 -0.85926 -0.1 0.7 -0.7
H 10.78291 17.18641 -0.41862 -0.1 -1.1 -0.4
H 9.76063 17.33353 -1.96833 0.1 -0.3 0.3
H 12.09613 16.93006 -2.67841 0.2 -0.5 0.7
H 11.95867 19.85414 -3.05916 0.1 0.1 0.3
H 10.76596 18.87494 -3.80379 0.0 -0.4 -0.1
H 12.49452 18.54857 -4.09010 -0.1 0.1 -0.2
H 13.51462 18.94620 -1.72924 -0.2 -0.1 -0.5
C 12.24941 25.13722 -2.95785 -0.4 -0.4 0.2
C 12.30629 24.05694 -1.86698 -2.4 3.5 1.1
C 11.38527 22.93668 -2.13625 0.0 -1.9 -1.0
O 13.61449 23.82343 -1.56916 1.9 -0.6 0.9
H 12.54029 24.69729 -3.91177 -0.2 0.0 -0.1
H 12.92065 25.97764 -2.78106 -0.1 0.0 0.3
H 11.21928 25.49265 -2.98214 0.1 0.1 -0.4
H 11.93464 24.51137 -0.94857 -0.2 0.3 0.2
H 11.37925 22.76200 -3.21215 -0.3 -0.3 -0.1
H 10.36050 23.06918 -1.78930 0.1 0.5 -0.1
H 11.72097 22.00744 -1.67591 0.2 0.0 0.1
H 13.99439 23.45422 -2.36975 1.2 -0.9 -0.9
C 16.36656 21.77870 -5.02393 0.9 0.6 -0.2
C 15.61680 22.95012 -4.46219 -1.4 -0.5 -0.5
C 14.90920 23.77949 -5.52063 0.0 1.0 -0.3
O 14.52885 22.42924 -3.70342 -0.9 0.2 0.9
H 15.79023 21.27216 -5.79812 0.0 -0.2 0.2
H 16.68328 21.12130 -4.21424 -0.1 -0.3 -0.1
H 17.27337 22.17478 -5.48101 0.2 -0.2 -0.2
H 16.21777 23.58553 -3.81166 0.3 0.0 0.0
H 13.86364 23.53605 -5.70943 0.1 -0.9 0.2
H 15.41897 23.74674 -6.48352 0.1 0.3 0.1
H 14.78954 24.80397 -5.16815 0.5 0.3 -0.2
H 14.84894 21.77889 -3.07398 0.3 -0.2 0.4
C 17.15119 26.67699 0.02575 0.1 1.1 1.8
C 16.27160 26.08081 -1.05717 3.3 1.4 -1.1
C 16.93029 26.30831 -2.46217 -1.0 -0.9 0.4
O 16.26881 24.68897 -0.71869 -2.0 -0.1 -0.3
H 18.11548 26.20960 0.22522 0.0 -0.7 -0.7
H 16.65259 26.59339 0.99142 -0.3 -0.2 0.2
H 17.44472 27.72649 0.04824 -0.5 0.3 -0.9
H 15.31418 26.59723 -1.12618 -0.4 -0.9 0.6
H 16.19634 26.08965 -3.23779 -0.2 0.4 -0.1
H 17.68564 25.55165 -2.67432 0.5 0.3 0.4
H 17.29650 27.33070 -2.55552 0.1 -0.2 -0.1
H 17.15799 24.32752 -0.73596 0.2 -0.1 -0.1
C 15.41202 16.52086 2.54139 -0.3 0.3 -1.4
C 14.54357 16.65275 1.24362 -0.6 -1.4 1.4
C 13.59687 15.40393 1.13902 -0.1 1.1 0.8
O 13.79495 17.88557 1.35109 0.9 -1.1 -0.2
H 16.17823 17.29550 2.57203 0.0 0.1 0.0
H 15.92746 15.56046 2.53386 -0.1 -0.1 0.1
H 14.79046 16.62177 3.43110 -0.1 -0.1 -0.1
H 15.13375 16.54729 0.33330 0.5 0.9 0.0
H 13.03855 15.36889 2.07451 -0.1 -0.2 0.1
H 14.13496 14.46299 1.02414 0.1 0.1 -0.1
H 12.84476 15.50313 0.35635 0.2 0.1 -0.3
H 13.47063 18.01404 0.45671 -0.5 0.3 -0.4
C 15.80005 18.00945 -4.56740 0.5 0.7 1.1
C 17.23047 17.88840 -5.19876 -3.1 -2.0 2.2
C 17.81186 16.55362 -4.68877 0.6 0.6 0.7
O 16.85080 17.79356 -6.52119 1.5 0.7 -1.8
H 15.18918 17.12343 -4.74036 0.4 -0.2 -0.2
H 15.20205 18.85663 -4.90321 0.3 0.2 -0.4
H 15.85513 18.13610 -3.48618 0.1 -0.1 0.3
H 17.93546 18.65715 -4.88232 -0.3 0.6 -0.5
H 17.47917 16.41313 -3.66034 -0.1 -0.1 -0.1
H 18.89497 16.64060 -4.60282 0.2 -0.3 -0.3
H 17.53971 15.67102 -5.26762 -0.1 0.3 -0.2
H 17.69575 17.75649 -6.97537 -0.1 -0.2 -1.0
C 19.86542 20.08198 -1.92494 0.8 0.2 0.7
C 20.29456 21.41351 -2.53502 -1.9 0.1 -1.3
C 19.49567 22.68581 -2.19268 -0.6 -0.8 0.5
O 21.59777 21.66059 -2.25441 2.8 0.1 1.2
H 18.88940 19.66946 -2.18047 0.0 0.4 -0.2
H 19.96974 20.13479 -0.84123 -0.3 0.1 0.2
H 20.64075 19.36551 -2.19630 -0.1 -0.1 -0.3
H 20.32192 21.25071 -3.61244 -1.0 0.1 -0.5
H 19.43444 22.81511 -1.11211 -0.1 -0.4 0.3
H 18.48340 22.56373 -2.57804 -0.2 0.4 -0.1
H 19.98514 23.61126 -2.49613 0.0 -0.2 -0.7
H 21.88555 22.28963 -2.92007 0.4 0.0 0.2
C 17.42059 14.91656 -1.48650 0.5 -0.1 0.7
C 16.65327 13.64396 -1.91075 0.4 1.5 2.1
C 15.89396 13.86308 -3.10061 -2.4 0.0 -2.5
O 17.42048 12.49311 -2.02518 1.3 -0.1 0.1
H 18.31780 15.18116 -2.04607 0.2 -0.7 -0.4
H 17.74581 14.81601 -0.45102 0.0 0.1 0.1
H 16.85883 15.84636 -1.57592 -0.6 -0.2 0.2
H 15.92923 13.43660 -1.12280 0.0 0.0 0.3
H 15.44001 12.90213 -3.34269 -0.3 0.0 -0.3
H 16.39666 14.20475 -4.00541 0.4 0.0 0.2
H 15.08231 14.56205 -2.89869 -0.1 0.2 -0.1
H 18.18160 12.82167 -2.50928 0.5 -0.6 -0.2
C 18.12725 23.64478 2.55257 0.4 -0.1 -1.1
C 17.09132 22.63785 2.07084 2.1 0.3 1.3
C 17.07481 21.52460 3.11574 -0.8 -1.0 -0.6
O 15.85163 23.31360 1.88297 -1.4 0.2 -0.2
H 18.39372 24.31635 1.73643 0.0 0.3 0.1
H 19.01272 23.05511 2.78989 0.1 0.4 0.2
H 17.80118 24.22132 3.41824 0.0 -0.1 0.1
H 17.37835 22.26571 1.08736 -0.2 -0.2 0.1
H 16.64065 21.75928 4.08761 -0.6 0.3 -0.3
H 18.04117 21.13255 3.43282 0.4 0.3 -0.7
H 16.57755 20.69305 2.61638 -0.4 -0.3 0.6
H 15.76583 23.98480 2.56394 0.0 0.1 0.2